Formula: C37H50BrN4O2P2Ti
Source: the Open Molecules 2025 dataset
Level of theory: ωB97M-V with the def2-TZVPD basis set

Results
**Multiplicity**: 3
**LUMO energy (spin up / spin down)**: -3.29 / -3.38 eV
**Expectation value of S²**: 2.019
**Relative energy (zero: lowest compared OMol25 entry of this formula, charge and spin)**: 44.1 kcal/mol
**Net charge**: +1

XYZ file:
```
97
Properties=species:S:1:pos:R:3:lowdin_charge:R:1
Ti 0.6507 0.3486 -1.1910 0.860
C -2.1804 -0.2120 4.0363 -0.099
C -0.9205 -0.9895 3.4724 -0.518
C -0.5247 -2.1081 4.4814 -0.114
P 0.4348 0.1213 2.8406 1.069
C 1.2458 0.6942 4.4498 -0.505
C 2.5255 1.5323 4.0640 -0.137
C 1.4898 -0.2253 5.6902 -0.108
C 1.4311 -1.1184 2.0421 -0.334
C 2.4601 -1.7390 2.7329 -0.099
C 3.1964 -2.8432 2.2179 -0.058
C 2.9260 -3.2097 0.9034 -0.107
C 1.9083 -2.6628 0.1394 -0.065
C 1.1123 -1.5938 0.6966 -0.267
N -0.0662 -1.1873 -0.0747 -0.121
C -1.0026 -2.1178 -0.5472 -0.288
C -1.0409 -3.4434 -0.1058 -0.042
C -2.0014 -4.3805 -0.5870 -0.060
C -3.0016 -3.9658 -1.4929 -0.084
C -3.1263 -2.6004 -1.8346 -0.119
C -2.1977 -1.6929 -1.3382 -0.327
P -2.2193 0.0701 -1.6943 1.071
C -3.2570 0.1917 -3.2940 -0.499
C -2.6679 -0.5709 -4.4976 -0.118
C -3.6035 1.6536 -3.5655 -0.116
C -3.3957 0.4672 -0.3225 -0.508
C -3.6328 1.9442 -0.1704 -0.140
C -4.7696 -0.3560 -0.3449 -0.061
H -2.2127 0.8627 3.7432 0.062
H -2.1413 -0.2212 5.1291 0.069
H -3.0406 -0.6398 3.5507 0.061
H -1.2761 -1.4705 2.5793 0.066
H 0.4240 -2.6672 4.3874 0.071
H -1.3069 -2.8790 4.4560 0.076
H -0.6382 -1.6880 5.5486 0.077
H 0.5016 1.4215 4.7910 0.088
H 3.2766 0.9660 3.5020 0.041
H 3.0493 1.9863 4.9719 0.093
H 2.3030 2.4021 3.3684 0.063
H 1.9249 -1.1757 5.4351 0.045
H 0.5995 -0.4370 6.2123 0.031
H 2.1267 0.2974 6.4555 0.095
H 2.7188 -1.4257 3.7316 0.078
H 3.8116 -3.4720 2.8888 0.117
H 3.5013 -3.9824 0.3803 0.112
H 1.7853 -2.9084 -0.8945 0.111
H -0.3431 -3.7170 0.7312 0.122
H -2.0708 -5.3763 -0.1621 0.100
H -3.6134 -4.6540 -2.0505 0.094
H -3.9394 -2.3319 -2.4947 0.102
H -4.2563 -0.3310 -3.1098 0.098
H -1.8722 -1.3646 -4.3356 0.085
H -3.4844 -1.0507 -5.0286 0.074
H -2.1804 0.0037 -5.2572 0.053
H -3.3172 1.9114 -4.5440 0.058
H -3.2259 2.3542 -2.8166 0.038
H -4.6986 1.8290 -3.5040 0.093
H -2.7592 0.0761 0.5284 0.113
H -4.4481 2.3542 -0.7518 0.073
H -2.7521 2.5365 -0.3842 0.037
H -3.9692 2.1756 0.8695 0.095
H -5.3529 -0.0710 -1.2630 0.089
H -5.2907 -0.1560 0.5958 0.080
H -4.5331 -1.3863 -0.3735 0.030
O 6.2140 -0.5104 0.8522 0.061
C 5.0729 -0.2531 0.0992 -0.240
C 4.7167 -0.9962 -1.0597 0.022
C 3.5553 -0.6798 -1.6985 -0.092
N 2.7610 0.3605 -1.2482 -0.052
C 3.2678 1.1950 -0.2652 -0.616
Br 3.1027 3.1133 -0.3551 0.897
C 4.3656 0.8586 0.4878 -0.079
H 6.4417 -1.4835 0.8101 0.148
H 5.3045 -1.7546 -1.6030 0.142
H 3.3296 -1.1839 -2.5924 0.107
H 4.5797 1.5414 1.3141 0.118
C -0.4718 3.7254 1.1909 0.015
C -0.1694 3.0265 -0.1205 -0.472
O 0.1138 1.7456 -0.0792 -0.232
N -0.0911 3.6860 -1.2961 0.101
C -0.2666 3.0693 -2.6722 -0.107
C 0.8220 2.1940 -3.1381 -0.353
C 1.9283 2.7706 -3.7912 -0.047
C 2.6592 1.9676 -4.6533 -0.060
C 2.2720 0.6296 -4.8666 -0.090
C 1.2485 0.0466 -4.1742 -0.128
N 0.5637 0.8509 -3.2711 -0.074
H -0.6266 4.8700 0.9749 0.124
H 0.2740 3.5944 2.0622 0.111
H -1.4064 3.3163 1.4939 0.060
H -0.2353 4.7088 -1.2437 0.158
H -0.4638 3.9248 -3.3593 0.146
H -1.2175 2.5341 -2.7349 0.073
H 2.0912 3.8549 -3.7024 0.124
H 3.5636 2.4049 -5.0710 0.110
H 2.6600 0.1257 -5.7126 0.094
H 0.9680 -1.0311 -4.1696 0.131
```